ORCA calculation (wB97M-V/def2-TZVPD) on 2 unconnected molecules or ions with the total composition C3H8S2.

Last column: Mulliken charge in e.
Positions of all 13 atoms, in Å:
C -0.24 -1.12 -0.20  -1.17
C 1.00 1.34 0.03  -0.70
C -0.62 0.11 0.47  0.00
S 2.47 0.43 0.06  -0.22
S -2.20 0.91 0.06  -0.26
H 0.82 -1.33 0.05  0.31
H -0.84 -1.89 0.28  0.35
H -0.19 -1.10 -1.31  0.35
H 0.77 1.68 -1.00  0.31
H 0.87 2.02 0.82  0.43
H -0.48 0.02 1.56  0.34
H 3.00 0.86 1.29  0.13
H -2.46 2.00 0.90  0.14

Results
Gap between HOMO and LUMO (eV): 8.70
E_LUMO (eV): 0.72
Total charge: 0



ORCA calculation (wB97M-V/def2-TZVPD) on 6 unconnected molecules or ions with the total composition C13H28Cl6O4.

Last column: Mulliken charge in e.
Positions of all 51 atoms, in Å:
C -21.23 -25.52 17.73  -0.55
C -21.98 -24.44 16.86  -0.09
C -20.85 -23.45 16.54  -0.76
O -19.87 -23.57 17.54  -0.46
C -19.75 -24.98 17.77  -0.60
H -21.28 -26.44 17.15  0.28
H -21.68 -25.70 18.71  0.30
H -22.71 -23.95 17.50  -0.13
H -22.38 -24.72 15.88  0.40
H -21.13 -22.42 16.35  0.43
H -20.48 -23.62 15.53  0.39
H -19.37 -25.17 18.77  0.32
H -19.00 -25.40 17.11  0.35
C -25.32 -21.07 21.52  -0.55
C -26.05 -22.33 21.14  -0.72
C -24.90 -23.38 20.91  -0.24
O -23.82 -22.86 21.60  -0.34
C -24.22 -21.62 22.24  -0.34
H -25.90 -20.32 22.07  0.39
H -25.03 -20.64 20.56  0.22
H -26.68 -22.19 20.26  0.38
H -26.58 -22.38 22.08  0.27
H -24.57 -23.37 19.87  0.20
H -25.26 -24.31 21.36  0.25
H -23.40 -20.91 22.15  0.17
H -24.31 -21.72 23.32  0.32
Cl -17.95 -20.28 22.65  -0.14
C -19.05 -21.40 23.52  -0.11
Cl -18.29 -21.98 25.06  -0.18
H -20.04 -20.97 23.70  0.29
H -19.24 -22.32 22.96  0.12
Cl -21.31 -18.85 14.78  -0.16
C -20.16 -18.15 15.99  0.00
Cl -19.62 -16.42 15.82  -0.18
H -20.51 -18.24 17.02  0.11
H -19.21 -18.67 15.86  0.23
Cl -14.55 -18.77 18.42  -0.16
C -15.69 -19.67 19.45  0.15
Cl -14.75 -21.07 20.25  -0.18
H -16.09 -18.98 20.20  0.20
H -16.51 -20.17 18.94  -0.01
O -19.16 -21.03 18.14  -0.56
C -19.92 -20.62 19.24  -0.16
C -21.12 -21.59 19.48  0.21
O -20.87 -22.51 20.60  -0.49
H -19.26 -21.98 18.12  0.56
H -19.24 -20.66 20.09  -0.12
H -20.28 -19.59 19.23  0.41
H -21.55 -22.09 18.61  -0.09
H -21.98 -20.95 19.71  0.14
H -21.56 -23.16 20.47  0.21

Results
Gap between HOMO and LUMO (eV): 10.29
E_LUMO (eV): 0.41
Total charge: 0
Structure (SMILES): C1CCOC1.C1CCOC1.ClCCl.ClCCl.ClCCl.OCCO



ORCA calculation (wB97M-V/def2-TZVPD) on 2 unconnected molecules or ions with the total composition C3H6FN2O.

Last column: Mulliken charge in e.
Positions of all 13 atoms, in Å:
C -0.10 0.89 0.42  0.44
C -0.11 -1.21 -0.28  -0.45
C 0.54 -0.21 -1.30  -0.40
N -0.39 -0.25 0.91  0.27
N 0.24 1.16 -0.80  -0.07
O -0.89 -0.69 2.04  -0.38
F -0.29 2.56 1.50  -0.38
H -1.18 -1.56 -0.56  0.34
H 0.60 -1.92 0.23  0.32
H 1.68 -0.29 -1.33  0.32
H 0.01 -0.52 -2.31  0.31
H 0.71 1.90 -1.20  0.26
H -0.81 0.14 2.69  0.44

Results
Gap between HOMO and LUMO (eV): 8.44
E_LUMO (eV): -6.82
Total charge: +1



ORCA calculation (wB97M-V/def2-TZVPD) on a molecular structure, C33H30BrCl5GeHfN4O2.

Last column: Mulliken charge in e.
Positions of all 77 atoms, in Å:
Hf -0.01 0.80 1.60  0.68
Cl 0.35 3.64 2.46  -0.16
C 0.23 2.79 4.00  1.09
C 0.16 1.42 3.89  -1.10
C 0.13 0.73 5.09  1.07
Cl 0.11 -1.02 5.06  -0.20
C 0.15 1.37 6.33  -0.42
Cl 0.10 0.46 7.80  -0.18
C 0.19 2.76 6.38  0.67
Cl 0.20 3.58 7.89  -0.18
C 0.24 3.49 5.19  -0.51
Cl 0.33 5.21 5.21  -0.19
Br -3.03 -3.85 -3.29  -0.14
C -3.03 -2.02 -3.80  0.21
C -2.19 -1.59 -4.82  -0.48
C -2.17 -0.25 -5.15  -0.34
C -2.94 0.66 -4.44  0.15
C -3.80 0.22 -3.44  -0.11
C -3.85 -1.13 -3.12  -0.64
N -2.91 2.03 -4.88  -0.40
N -2.73 2.97 -4.10  -0.60
C -2.42 2.72 -2.71  0.48
C -3.32 3.18 -1.77  -0.48
C -3.14 2.86 -0.42  -1.04
C -2.01 2.15 -0.05  1.06
O -1.79 1.68 1.20  -0.97
C -1.01 1.85 -0.98  0.32
N 0.13 1.24 -0.46  -0.34
C 0.83 0.32 -1.37  1.46
C 0.71 0.73 -2.82  -1.62
C -0.23 1.56 -3.26  -1.29
C -1.24 2.07 -2.34  0.28
H -1.58 -2.30 -5.35  0.44
H -1.54 0.10 -5.95  0.41
H -4.42 0.92 -2.91  0.50
H -4.51 -1.48 -2.34  0.48
H -4.19 3.73 -2.09  0.44
H -3.87 3.13 0.32  0.52
H 1.89 0.35 -1.13  -1.17
H 1.46 0.33 -3.48  0.48
H -0.25 1.86 -4.30  0.73
O -1.29 -0.97 2.16  -0.51
C -1.14 -2.37 1.72  -0.70
C -1.40 -2.53 0.22  -1.06
C -1.03 -1.31 -0.62  1.42
C 0.45 -1.21 -1.07  2.18
C 0.61 -2.06 -2.31  -1.48
C 1.35 -3.17 -2.37  -0.47
C 2.12 -3.60 -1.22  -1.78
C 2.10 -2.82 -0.13  -0.09
N 1.36 -1.68 -0.02  1.38
H -1.87 -0.91 2.92  0.30
H -1.86 -2.95 2.30  0.64
H -0.14 -2.68 2.00  0.09
H -2.46 -2.73 0.07  0.49
H -0.85 -3.41 -0.12  0.31
H -1.38 -0.42 -0.09  0.16
H -1.64 -1.33 -1.53  -1.39
H 0.02 -1.74 -3.16  0.26
H 1.38 -3.75 -3.28  0.49
H 2.72 -4.50 -1.25  0.44
H 2.68 -3.06 0.76  0.54
C 4.21 0.29 -0.28  -1.41
Ge 3.33 -0.09 1.42  0.93
C 4.42 -1.38 2.42  -1.35
C 3.31 1.56 2.49  -1.39
C 1.49 -0.84 1.16  -1.46
H 5.28 0.41 -0.12  0.48
H 3.83 1.21 -0.73  0.38
H 4.07 -0.53 -0.99  0.35
H 5.39 -0.95 2.66  0.44
H 4.59 -2.29 1.84  0.41
H 3.93 -1.65 3.35  0.39
H 4.34 1.91 2.59  0.50
H 2.91 1.39 3.49  0.36
H 2.75 2.36 2.01  0.37
H 1.38 -1.47 2.07  0.89

Results
Gap between HOMO and LUMO (eV): 6.73
E_LUMO (eV): -0.20
Total charge: 0



ORCA calculation (wB97M-V/def2-TZVPD) on a molecular structure, C29H35N9SSbSeYb.

Last column: Mulliken spin population.
Positions of all 77 atoms, in Å:
Yb 0.60 0.55 -0.94  1.01
C -0.32 1.24 -4.14  0.00
C 0.22 2.53 -3.61  0.00
C 0.39 3.63 -4.44  0.00
C 0.90 4.80 -3.92  0.00
C 1.22 4.84 -2.57  0.00
C 1.03 3.72 -1.78  0.00
N 0.53 2.57 -2.30  0.00
Sb 1.56 4.01 0.27  0.00
C 2.91 2.38 0.59  0.00
C 4.17 2.75 1.03  0.00
C 5.10 1.76 1.33  0.00
C 4.73 0.44 1.19  0.00
C 3.45 0.12 0.74  0.00
C 3.06 -1.31 0.55  0.00
N 2.55 1.08 0.45  0.00
C -0.18 3.04 1.06  0.00
C -0.70 3.60 2.22  0.00
C -1.94 3.19 2.68  0.00
C -2.65 2.27 1.93  0.00
C -2.09 1.74 0.78  0.00
C -2.89 0.81 -0.07  0.00
N -0.85 2.07 0.38  0.00
H -0.72 1.37 -5.15  0.00
H -1.13 0.85 -3.52  0.00
H 0.47 0.48 -4.19  0.00
H 0.13 3.55 -5.48  0.00
H 1.04 5.67 -4.55  0.00
H 1.61 5.75 -2.13  0.00
H 4.43 3.79 1.14  0.00
H 6.09 2.02 1.67  0.00
H 5.42 -0.36 1.42  0.00
H 3.77 -1.97 1.05  0.00
H 3.06 -1.57 -0.51  0.00
H 2.07 -1.51 0.96  0.00
H -0.16 4.38 2.73  0.00
H -2.37 3.61 3.59  0.00
H -3.66 1.98 2.21  0.00
H -3.95 1.06 0.00  0.00
H -2.77 -0.23 0.23  0.00
H -2.61 0.87 -1.12  0.00
C -4.04 -3.32 -1.88  0.00
C -3.52 -2.30 -2.90  0.00
C -2.04 -2.14 -2.82  0.00
N -1.44 -1.27 -2.09  0.00
N -0.07 -1.37 -2.13  0.00
C 0.36 -2.32 -2.93  0.00
N 1.66 -2.56 -3.15  0.00
S -0.93 -3.20 -3.65  0.00
H -5.12 -3.41 -1.95  0.00
H -3.79 -3.00 -0.87  0.00
H -3.61 -4.31 -2.04  0.00
H -3.96 -1.32 -2.73  0.00
H -3.80 -2.60 -3.91  0.00
H 2.29 -1.79 -2.96  0.00
H 1.93 -3.22 -3.87  0.00
N -0.19 -0.77 0.86  -0.01
C -0.62 -1.43 1.71  0.00
N -1.11 -2.17 2.66  0.00
C -1.93 -1.58 3.73  0.00
C -1.49 -2.13 5.09  0.00
C -0.08 -2.70 5.02  0.00
C -0.03 -3.90 4.07  0.00
C -0.76 -3.61 2.75  0.00
H -2.98 -1.80 3.52  0.00
H -1.80 -0.50 3.68  0.00
H -2.18 -2.91 5.42  0.00
H -1.55 -1.34 5.84  0.00
H 0.26 -3.01 6.01  0.00
H 0.62 -1.92 4.69  0.00
H -0.51 -4.75 4.55  0.00
H 1.00 -4.19 3.87  0.00
H -1.70 -4.17 2.67  0.00
H -0.16 -3.85 1.88  0.00
Se 4.29 2.19 -3.06  0.00
C 3.14 0.94 -2.61  0.00
N 2.34 0.13 -2.29  0.00

Results
Gap between HOMO and LUMO (spin up / spin down) (eV): 7.66 / 7.47
E_LUMO (spin up / spin down) (eV): -5.11 / -5.30
Total charge: +2
Spin multiplicity: 2



ORCA calculation (wB97M-V/def2-TZVPD) on 2 unconnected molecules or ions with the total composition C4H10OS.

Last column: Mulliken charge in e.
Positions of all 16 atoms, in Å:
C -2.47 0.84 1.66  -0.72
C -1.31 1.45 1.39  0.52
O -0.79 2.58 1.95  -0.50
H -2.26 -0.23 1.58  0.23
H -3.21 1.20 2.40  0.29
H -0.65 1.00 0.57  -0.18
H 0.09 2.79 1.58  0.35
C 1.77 -0.32 -0.12  -0.79
S 1.39 -1.67 -1.37  -0.08
C -0.30 -1.15 -1.97  -0.67
H 1.92 0.70 -0.54  0.28
H 1.02 -0.39 0.70  0.24
H 2.73 -0.62 0.26  0.32
H -0.32 -1.30 -3.03  0.35
H -0.45 -0.11 -1.61  0.16
H -0.92 -1.94 -1.27  0.21

Results
Gap between HOMO and LUMO (eV): 9.11
E_LUMO (eV): 0.52
Total charge: 0
Structure (SMILES): C=CO.CSC



ORCA calculation (wB97M-V/def2-TZVPD) on 2 unconnected molecules or ions with the total composition C4H11NO2.

Last column: Mulliken charge in e.
Positions of all 18 atoms, in Å:
C -0.15 -0.68 -0.50  -1.18
C 0.76 -1.06 0.62  -0.20
C 0.77 -0.29 1.92  0.47
O 1.71 -0.30 2.69  -0.60
N -0.45 0.25 2.36  -0.24
C -0.40 1.59 2.97  -0.84
H -0.11 0.37 -0.85  0.30
H -1.22 -0.86 -0.30  0.35
H 0.04 -1.27 -1.39  0.33
H 0.51 -2.04 1.04  0.19
H 1.80 -1.02 0.29  0.29
H -1.15 0.00 1.69  0.24
H -0.44 2.35 2.20  0.27
H -1.24 1.66 3.66  0.28
H 0.57 1.61 3.45  0.35
O -0.46 -0.27 -6.95  -0.64
H -0.86 -0.31 -6.08  0.31
H 0.33 0.27 -6.83  0.32

Results
Gap between HOMO and LUMO (eV): 10.03
E_LUMO (eV): 0.44
Total charge: 0
Structure (SMILES): CCC(=O)NC.O



ORCA calculation (wB97M-V/def2-TZVPD) on 6 unconnected molecules or ions with the total composition C11H34BrN8O5.

Last column: Mulliken charge in e.
Positions of all 59 atoms, in Å:
Br 0.85 1.29 0.09  -0.91
C -0.73 -4.02 1.97  -1.60
C -0.60 -2.66 1.25  0.73
C -1.65 -1.63 1.67  -0.64
O -1.56 -1.42 3.07  -0.39
C -2.24 -0.25 3.46  -0.64
N 0.76 -2.12 1.51  -0.77
H -1.75 -4.33 1.72  0.34
H -0.67 -3.93 3.05  0.26
H 0.08 -4.68 1.70  0.44
H -0.67 -2.81 0.17  0.21
H -2.66 -1.93 1.35  0.39
H -1.49 -0.67 1.17  0.42
H -3.25 -0.18 3.04  0.34
H -1.61 0.60 3.18  0.14
H -2.40 -0.30 4.54  0.26
H 0.96 -1.39 0.83  0.19
H 0.60 -1.53 2.33  0.39
C -0.55 -0.67 -3.39  -1.33
C -1.95 -0.63 -2.85  0.73
C -2.62 -1.96 -2.49  -0.54
O -2.49 -2.95 -3.48  -0.35
C -3.68 -3.55 -3.90  -0.73
N -2.08 0.34 -1.75  -0.56
H -0.38 -1.46 -4.13  0.46
H 0.21 -0.89 -2.63  0.22
H -0.30 0.31 -3.81  0.35
H -2.69 -0.27 -3.58  0.21
H -3.64 -1.68 -2.21  0.41
H -2.21 -2.39 -1.56  -0.07
H -3.40 -4.46 -4.44  0.25
H -4.31 -2.84 -4.44  0.29
H -4.28 -3.95 -3.07  0.30
H -1.19 0.42 -1.25  0.00
H -2.15 1.29 -2.10  0.31
C 0.65 5.55 2.02  0.58
O 0.99 6.71 2.28  -0.69
N 1.07 4.93 0.88  -0.29
N -0.09 4.74 2.85  -0.31
H 1.77 5.45 0.38  0.19
H 0.90 3.96 0.70  0.15
H -0.32 3.83 2.48  0.14
H -0.65 5.07 3.61  0.21
C 3.49 0.75 -3.30  0.63
O 3.97 0.67 -4.44  -0.71
N 2.56 1.66 -2.92  -0.19
N 3.93 -0.04 -2.28  -0.35
H 2.27 2.29 -3.65  0.17
H 2.16 1.60 -2.00  0.04
H 3.48 -0.09 -1.38  0.21
H 4.58 -0.78 -2.48  0.19
C 3.48 1.35 3.25  0.61
O 4.20 1.18 4.23  -0.70
N 2.35 2.10 3.18  -0.15
N 3.65 0.69 2.07  -0.22
H 2.07 2.75 3.90  0.15
H 1.77 1.99 2.36  0.03
H 2.93 0.69 1.37  0.07
H 4.52 0.21 1.91  0.16

Results
Gap between HOMO and LUMO (eV): 9.16
E_LUMO (eV): 2.59
Total charge: -1



ORCA calculation (wB97M-V/def2-TZVPD) on 2 unconnected molecules or ions with the total composition C20H16ClN2O2.

Last column: Mulliken charge in e.
Positions of all 41 atoms, in Å:
C 1.14 -0.55 2.69  -0.42
C 0.42 -1.72 2.57  0.83
C -0.83 -1.92 3.21  -0.12
N -1.86 -2.09 3.73  -0.57
C 0.94 -2.89 1.94  -0.08
N 1.32 -3.87 1.42  -0.53
C 2.31 -0.28 1.88  0.76
C 2.44 -0.79 0.56  -0.14
C 3.61 -0.58 -0.16  -0.73
C 4.67 0.14 0.40  -0.33
C 4.54 0.70 1.68  -0.51
C 3.35 0.53 2.39  -0.50
H 0.86 0.16 3.46  0.43
H 1.60 -1.34 0.12  0.43
H 3.70 -1.00 -1.17  0.36
H 5.60 0.27 -0.16  0.36
H 5.36 1.26 2.13  0.35
H 3.21 1.00 3.37  0.35
C -4.39 -2.90 1.32  -1.21
C -4.04 -1.48 1.71  -0.26
O -2.95 -1.11 0.83  -0.23
C -2.54 0.19 0.95  0.32
C -1.64 0.53 -0.13  -0.78
C -1.19 1.82 -0.40  1.16
C -1.33 2.90 0.53  -0.81
C -0.91 4.18 0.19  0.35
Cl -1.09 5.47 1.30  -0.28
C -0.33 4.44 -1.07  -0.60
C -0.16 3.39 -1.98  -0.28
C -0.58 2.11 -1.67  -0.87
O -2.92 0.92 1.86  -0.77
H -5.28 -3.22 1.86  0.41
H -4.56 -2.99 0.24  0.29
H -3.56 -3.56 1.60  0.25
H -4.89 -0.80 1.57  0.34
H -3.70 -1.45 2.75  0.34
H -1.41 -0.27 -0.83  0.23
H -1.78 2.71 1.49  0.52
H -0.02 5.46 -1.32  0.36
H 0.30 3.59 -2.95  0.33
H -0.49 1.29 -2.39  0.28

Results
Gap between HOMO and LUMO (eV): 3.96
E_LUMO (eV): 1.24
Total charge: -1



ORCA calculation (wB97M-V/def2-TZVPD) on a molecular structure, C3H3KO4.

Last column: Mulliken charge in e.
Positions of all 11 atoms, in Å:
C 0.70 0.56 -0.47  0.39
C 1.86 0.97 0.43  0.06
O 2.39 2.06 0.39  -0.49
O 0.96 -0.44 -1.30  -0.81
H 0.36 1.51 -0.96  0.18
H 2.28 0.15 1.06  0.27
K -0.35 -2.51 -1.71  1.00
O -2.09 -1.66 0.11  -0.34
O -3.28 -0.24 1.43  -0.33
C -2.44 -0.73 0.77  0.55
H -0.39 0.33 0.25  -0.49

Results
Gap between HOMO and LUMO (eV): 6.81
E_LUMO (eV): -0.86
Total charge: 0



ORCA calculation (wB97M-V/def2-TZVPD) on a molecular structure, C33H44BaBrNO2P2.

Last column: Mulliken charge in e.
Positions of all 84 atoms, in Å:
Ba 0.10 -1.28 0.10  1.60
C -2.86 -0.54 3.10  -1.50
C -3.81 -0.43 1.91  0.54
C -4.88 0.61 2.22  -1.56
P -2.77 -0.20 0.40  0.01
C -3.76 -0.77 -1.05  0.55
C -5.22 -0.33 -1.20  -1.51
C -2.98 -0.46 -2.33  -1.49
C -2.46 1.59 0.15  0.45
C -3.55 2.44 -0.10  0.48
C -3.44 3.75 -0.51  -0.08
C -4.64 4.63 -0.75  -1.91
C -2.14 4.22 -0.73  -0.71
C -1.05 3.44 -0.47  -0.29
C -1.14 2.11 0.04  -0.70
N 0.02 1.40 0.34  0.09
C 1.13 2.12 0.80  -0.40
C 0.93 3.30 1.57  -0.22
C 1.97 4.08 2.02  -0.74
C 3.31 3.75 1.76  -0.14
C 4.43 4.62 2.24  -1.88
C 3.51 2.55 1.11  0.33
C 2.48 1.71 0.64  0.41
P 2.92 -0.01 0.14  0.13
C 4.12 0.03 -1.25  0.49
C 3.33 0.01 -2.56  -1.54
C 5.15 1.16 -1.31  -1.62
C 3.79 -0.74 1.60  0.67
C 2.93 -0.58 2.85  -1.50
C 5.23 -0.33 1.88  -1.49
H -3.41 -0.67 4.04  0.45
H -2.25 0.37 3.21  0.26
H -2.17 -1.39 3.01  0.26
H -4.27 -1.41 1.75  0.43
H -4.43 1.59 2.38  0.31
H -5.40 0.34 3.15  0.47
H -5.63 0.72 1.44  0.25
H -3.75 -1.86 -0.91  0.50
H -5.30 0.73 -1.42  0.24
H -5.81 -0.55 -0.31  0.31
H -5.68 -0.87 -2.03  0.49
H -2.88 0.61 -2.48  0.26
H -3.51 -0.88 -3.19  0.49
H -1.98 -0.90 -2.35  0.27
H -4.55 2.05 0.03  0.19
H -5.56 4.17 -0.40  0.36
H -4.77 4.84 -1.82  0.34
H -4.54 5.60 -0.25  0.40
H -1.99 5.23 -1.11  0.40
H -0.06 3.84 -0.67  0.55
H -0.08 3.59 1.81  0.56
H 1.74 4.97 2.59  0.39
H 4.18 5.68 2.16  0.42
H 5.34 4.45 1.66  0.38
H 4.68 4.43 3.29  0.31
H 4.53 2.24 0.94  0.17
H 4.65 -0.93 -1.15  0.41
H 2.71 0.90 -2.65  0.30
H 2.67 -0.86 -2.64  0.25
H 4.00 -0.01 -3.42  0.46
H 4.64 2.12 -1.40  0.32
H 5.78 1.04 -2.20  0.47
H 5.81 1.21 -0.45  0.26
H 3.79 -1.81 1.35  0.50
H 2.82 0.47 3.14  0.23
H 3.38 -1.12 3.68  0.51
H 1.92 -0.99 2.74  0.28
H 5.31 0.71 2.20  0.22
H 5.87 -0.46 1.01  0.33
H 5.65 -0.94 2.68  0.48
Br -1.05 -8.88 -1.49  -0.20
C -0.04 -7.72 -0.39  -0.01
C 0.93 -8.25 0.45  -0.33
C 1.67 -7.39 1.25  -0.56
C 1.43 -6.02 1.23  -0.43
C 0.47 -5.51 0.38  0.30
C -0.27 -6.36 -0.45  -0.31
C 0.20 -4.04 0.30  0.84
O 0.45 -3.34 1.35  -0.93
O -0.23 -3.57 -0.79  -0.97
H 1.11 -9.31 0.46  0.41
H 2.43 -7.80 1.91  0.38
H 1.98 -5.35 1.88  0.42
H -1.01 -5.94 -1.12  0.46

Results
Gap between HOMO and LUMO (eV): 6.68
E_LUMO (eV): 0.28
Total charge: 0



no.,E_tot (eV)
1,-24908.90288
2,-97256.28499
3,-10939.82489
4,-235239.75171
5,-158291.62256
6,-17190.50457
7,-9911.28081
8,-104165.14054
9,-40597.28249
10,-27673.28129
11,-129836.97539